{"formula": "C26H26N2O7", "method": "ωB97M-V/def2-TZVPD", "orbital_gap_ev": 7.93, "charge": 0, "de_lowest_ev": 0.222, "fmax_ev_per_a": 1.03, "lumo_energy_ev": 0.129, "homo_energy_ha": -0.2868, "e_tot_ev": -44698.7037, "elements": ["C", "C", "C", "H", "H", "C", "C", "C", "C", "O", "O", "C", "C", "C", "C", "C", "C", "H", "H", "O", "C", "C", "O", "N", "H", "C", "C", "O", "O", "H", "H", "C", "C", "C", "N", "C", "C", "C", "C", "C", "C", "H", "O", "H", "H", "H", "H", "H", "H", "H", "H", "H", "H", "H", "H", "H", "H", "H", "H", "H", "H"], "xyz": [[-6.843, -0.096, -1.039], [-6.324, -0.462, 0.347], [-5.899, 0.758, 1.168], [-5.731, 0.462, 2.205], [-6.721, 1.478, 1.170], [-4.658, 1.464, 0.624], [-3.372, 0.692, 0.685], [-3.201, -0.403, 1.468], [-1.962, -1.132, 1.522], [-1.727, -2.093, 2.230], [-0.959, -0.714, 0.703], [-1.067, 0.400, -0.048], [0.075, 0.762, -0.750], [0.084, 1.939, -1.478], [-1.092, 2.706, -1.546], [-2.224, 2.321, -0.879], [-2.249, 1.155, -0.094], [-3.103, 2.943, -0.940], [-1.070, 3.616, -2.124], [1.152, 2.417, -2.152], [2.399, 1.801, -1.939], [2.810, 1.829, -0.456], [2.213, 2.469, 0.379], [3.874, 1.047, -0.189], [4.399, 0.624, -0.937], [4.411, 0.895, 1.141], [5.794, 1.516, 1.213], [6.486, 1.744, 0.257], [6.181, 1.737, 2.469], [7.077, 2.110, 2.493], [3.732, 1.410, 1.827], [4.523, -0.602, 1.526], [3.231, -1.317, 1.306], [2.225, -1.519, 2.215], [1.197, -2.198, 1.643], [1.493, -2.418, 0.331], [0.750, -3.029, -0.672], [1.301, -3.109, -1.928], [2.588, -2.610, -2.188], [3.335, -2.004, -1.200], [2.782, -1.887, 0.079], [4.336, -1.647, -1.413], [3.058, -2.748, -3.468], [3.972, -2.444, -3.512], [0.768, -3.568, -2.745], [-0.233, -3.424, -0.466], [0.292, -2.384, 2.063], [2.189, -1.230, 3.248], [5.305, -1.060, 0.916], [4.819, -0.660, 2.574], [2.398, 0.765, -2.305], [3.113, 2.389, -2.522], [0.933, 0.118, -0.657], [-3.981, -0.789, 2.103], [-4.844, 1.747, -0.414], [-4.506, 2.393, 1.185], [-5.484, -1.150, 0.245], [-7.115, -0.983, 0.891], [-7.224, -0.982, -1.541], [-7.651, 0.629, -0.966], [-6.055, 0.324, -1.658]], "forces_ev_per_a": [[0.0908, -0.1267, 0.1766], [-0.1118, 0.1525, 0.0050], [0.1461, -0.1494, -0.1088], [-0.0372, 0.0620, 0.0639], [-0.0012, 0.0091, 0.0805], [-0.2443, -0.0647, 0.1869], [0.0988, -0.3233, 0.2292], [-0.2259, 0.3694, -0.1831], [0.0643, -0.2235, 0.2420], [-0.0286, 0.1234, -0.1464], [-0.1286, -0.1943, 0.1165], [-0.2399, 0.8660, -0.5123], [0.0079, -0.0513, -0.0437], [-0.5934, -0.2270, 0.2409], [0.2487, 0.0553, -0.1366], [0.1000, -0.1765, 0.0901], [0.5032, -0.2773, -0.0450], [-0.0954, 0.0583, -0.0116], [-0.0079, 0.1167, -0.0625], [0.0058, 0.1123, 0.0089], [-0.0193, 0.0280, 0.1148], [-0.0119, -0.0160, -0.3740], [-0.1008, 0.2415, 0.1226], [0.4740, -0.1222, 0.2158], [-0.1289, 0.0608, -0.0702], [0.0616, -0.0259, 0.0487], [0.0077, 0.1471, -0.3961], [0.0672, -0.0199, -0.0707], [-0.0080, 0.0341, 0.6955], [-0.1377, -0.0999, -0.2802], [0.1179, -0.0922, -0.0970], [-0.3348, 0.2281, 0.0349], [0.0581, 0.0519, 0.2193], [0.2927, 0.0152, -0.0105], [-0.1589, -0.1699, 0.3046], [0.4940, -0.0068, -0.3724], [0.0242, 0.0316, -0.0140], [0.0750, -0.0151, -0.1495], [0.1810, 0.1660, 0.1802], [-0.0964, -0.0936, -0.1859], [-0.5202, -0.2413, 0.1742], [0.0982, 0.0210, -0.0507], [0.0208, -0.0636, -0.1798], [-0.1165, -0.0348, 0.0442], [-0.0967, -0.0698, -0.0818], [-0.1372, -0.0548, -0.0136], [0.0387, 0.1027, -0.0280], [-0.0386, 0.0466, 0.1960], [0.1058, -0.0242, 0.0629], [0.1288, -0.0356, -0.0415], [0.0294, 0.0732, 0.0443], [-0.0343, -0.1417, 0.0769], [0.1828, -0.1058, 0.0140], [-0.0785, -0.0505, 0.0191], [0.0598, 0.1031, -0.0009], [0.0291, 0.0560, -0.1216], [-0.0427, -0.0895, 0.0614], [0.0586, -0.0716, 0.0177], [-0.0374, -0.0275, -0.1183], [-0.0946, 0.0899, -0.0481], [0.0365, 0.0644, -0.1333]], "lowdin_charge": [-0.1062, -0.2605, -0.2116, 0.1048, 0.1130, -0.1450, -0.1287, 0.0657, -0.4283, 0.0789, 0.1115, -0.1518, 0.0940, -0.2473, 0.0163, -0.0045, -0.1005, 0.1113, 0.1212, -0.0042, -0.0800, -0.4563, 0.1042, 0.1203, 0.1429, -0.2014, -0.4932, 0.1184, 0.1298, 0.1379, 0.1631, -0.0691, -0.1788, -0.0259, 0.1002, -0.2283, -0.0024, -0.0170, -0.3272, 0.0125, -0.1420, 0.1120, 0.0363, 0.0999, 0.1138, 0.1178, 0.1215, 0.1284, 0.1288, 0.1261, 0.1321, 0.1449, 0.1212, 0.1216, 0.1068, 0.1368, 0.0987, 0.1078, 0.0705, 0.0740, 0.0657]}



{"formula": "C26H26N6O3", "method": "ωB97M-V/def2-TZVPD", "orbital_gap_ev": 3.65, "charge": 0, "de_lowest_ev": 4.511, "fmax_ev_per_a": 3.59, "lumo_energy_ev": -3.298, "homo_energy_ha": -0.2553, "e_tot_ev": -42461.6232, "elements": ["C", "N", "C", "O", "C", "C", "C", "C", "C", "C", "C", "C", "N", "C", "C", "C", "C", "C", "C", "C", "C", "N", "C", "C", "C", "C", "C", "H", "H", "H", "H", "H", "H", "H", "H", "H", "H", "H", "H", "H", "H", "H", "H", "H", "H", "H", "H", "H", "H", "H", "H", "N", "C", "N", "C", "N", "O", "O", "C", "H", "H"], "xyz": [[-3.157, -4.530, -0.031], [-2.566, -3.450, 0.742], [-1.689, -3.702, 1.772], [-1.319, -4.790, 2.156], [-1.258, -2.355, 2.327], [0.255, -2.157, 2.205], [1.059, -3.158, 2.983], [1.914, -4.036, 2.336], [2.614, -4.989, 3.045], [2.464, -5.079, 4.412], [1.622, -4.208, 5.070], [0.928, -3.251, 4.359], [-2.022, -1.315, 1.568], [-1.970, 0.031, 1.787], [-2.690, 0.938, 1.041], [-2.676, 2.311, 1.163], [-3.450, 3.179, 0.348], [-3.362, 4.573, 0.530], [-4.105, 5.431, -0.237], [-4.970, 4.947, -1.221], [-5.726, 5.823, -1.998], [-6.359, 6.554, -2.648], [-5.065, 3.566, -1.413], [-4.325, 2.701, -0.652], [-2.871, -2.007, 0.531], [-2.432, -1.618, -0.877], [-4.356, -1.792, 0.813], [-2.765, -5.485, 0.314], [-4.239, -4.531, 0.084], [-2.914, -4.411, -1.085], [-1.568, -2.298, 3.378], [0.527, -2.208, 1.145], [0.516, -1.146, 2.531], [2.020, -3.970, 1.267], [3.271, -5.669, 2.527], [2.996, -5.837, 4.962], [1.498, -4.284, 6.137], [0.270, -2.570, 4.871], [-1.336, 0.395, 2.574], [-3.325, 0.532, 0.283], [-2.050, 2.753, 1.918], [-2.701, 4.959, 1.287], [-4.036, 6.496, -0.093], [-5.734, 3.195, -2.171], [-4.422, 1.645, -0.822], [-1.387, -1.893, -1.016], [-3.027, -2.134, -1.628], [-2.518, -0.552, -1.061], [-4.593, -2.183, 1.801], [-4.641, -0.744, 0.799], [-4.971, -2.312, 0.082], [-0.753, 3.816, 4.090], [0.004, 4.788, 3.575], [0.909, 5.250, 4.422], [0.722, 4.536, 5.561], [1.511, 4.689, 6.770], [1.243, 3.968, 7.737], [2.416, 5.528, 6.784], [-0.313, 3.650, 5.349], [-0.108, 5.164, 2.565], [-0.719, 2.938, 6.059]], "forces_ev_per_a": [[-0.1617, 0.4319, -0.1503], [0.7504, 0.4932, 0.8487], [-0.5989, 0.0480, -0.6128], [-0.2064, 0.6764, -0.1858], [0.1924, 0.7597, 0.8474], [0.2316, 0.3388, -0.2931], [-0.0070, -0.2493, 0.0463], [-0.1684, 0.2390, -0.0937], [0.1393, -0.0974, -0.1385], [0.1325, -0.2459, 0.0945], [-0.1068, 0.0556, 0.2322], [-0.0644, 0.1320, -0.1149], [0.0877, 0.9086, 0.2100], [0.2560, -3.2057, -0.1457], [-0.9300, 1.4291, -0.9193], [0.6169, -1.6530, 0.5865], [-0.8501, 0.8422, -0.8945], [0.2576, -0.7997, 0.2409], [-0.3851, 0.4814, -0.4016], [1.1915, -1.1682, 1.2367], [-1.9471, 2.2610, -1.9998], [1.0606, -1.2413, 1.0882], [-0.2688, 0.1053, -0.2912], [0.4070, 0.1693, 0.4740], [-0.2252, -0.6064, -0.2812], [0.1602, 0.1104, -0.0282], [-0.0493, 0.1094, 0.1707], [0.1136, 0.1986, 0.1581], [-0.0886, -0.0780, -0.0067], [0.0012, -0.0721, -0.1012], [0.1342, -0.0631, -0.1420], [-0.0348, -0.0366, 0.0231], [-0.1124, 0.0338, 0.0595], [0.0469, -0.0352, -0.2880], [0.1024, -0.0916, -0.0841], [0.1022, -0.0972, 0.1077], [-0.0114, 0.0403, 0.1638], [-0.1551, 0.1721, 0.2441], [0.3758, -0.1272, 0.4141], [-0.0975, -0.0204, -0.1333], [0.3543, 0.3307, 0.5274], [0.1503, 0.0933, 0.2133], [0.0679, 0.1399, 0.0821], [-0.0834, -0.1036, -0.1044], [-0.0982, -0.1876, -0.1166], [0.0224, -0.0294, -0.0195], [-0.0610, -0.0563, 0.0720], [-0.0350, 0.0011, -0.0662], [-0.0096, -0.0277, 0.0216], [-0.0533, 0.0113, -0.0463], [0.0892, -0.0474, -0.0700], [-1.4876, -1.2863, -0.5030], [0.6903, 0.1778, 0.8727], [1.0793, 0.9945, 0.1609], [0.0060, 0.1909, -0.4894], [0.5085, 0.6092, -0.2168], [-0.0143, 0.2949, -0.6494], [-0.8916, -0.8214, -0.0272], [-0.1330, -0.4995, 0.6065], [0.0499, -0.0056, 0.0571], [-0.0426, 0.0734, -0.2453]], "lowdin_charge": [-0.0013, -0.0288, -0.3896, 0.1201, -0.1370, -0.0812, -0.2408, -0.0415, -0.0731, -0.0821, -0.0687, -0.0381, 0.0738, 0.0543, -0.0620, 0.0724, -0.1848, 0.0283, 0.0098, -0.2136, -0.1697, 0.1901, -0.0033, 0.0067, -0.4320, 0.0131, 0.0125, 0.1000, 0.0904, 0.0900, 0.1686, 0.1283, 0.1273, 0.1107, 0.1052, 0.1044, 0.1071, 0.1138, 0.1556, 0.0513, 0.1060, 0.1248, 0.1311, 0.1258, 0.1049, 0.1022, 0.0926, 0.0739, 0.1069, 0.0732, 0.0922, -0.0305, -0.3424, 0.0799, -0.2990, -0.3536, 0.0082, 0.0278, -0.1688, 0.0707, 0.0874]}



{"formula": "C26H27AsMnN8O8S3", "method": "ωB97M-V/def2-TZVPD", "orbital_gap_ev": [6.31, 5.90], "charge": -2, "s2": 0.82, "de_lowest_ev": 0.000, "fmax_ev_per_a": 0.26, "lumo_energy_ev": [4.116, 4.117], "multiplicity": 2, "homo_energy_ha": [-0.0807, -0.0656], "e_tot_ev": -180370.0472, "elements": ["Mn", "C", "C", "N", "C", "S", "N", "N", "C", "C", "C", "C", "C", "C", "C", "N", "H", "H", "H", "H", "H", "H", "H", "H", "H", "H", "H", "H", "H", "O", "As", "O", "O", "C", "C", "C", "C", "C", "C", "S", "O", "O", "O", "H", "H", "H", "H", "H", "N", "C", "C", "C", "C", "C", "C", "S", "O", "O", "N", "C", "N", "C", "C", "C", "N", "H", "H", "H", "H", "H", "H", "H", "H", "H"], "xyz": [[1.069, 1.123, 0.168], [-2.745, -2.596, 3.050], [-1.561, -1.950, 3.757], [-1.327, -0.573, 3.371], [-0.603, -0.202, 2.290], [-0.115, 1.443, 2.195], [-0.297, -1.180, 1.445], [0.461, -0.752, 0.420], [0.872, -1.639, -0.440], [0.534, -3.094, -0.382], [1.823, -1.130, -1.414], [2.426, -1.915, -2.400], [3.401, -1.353, -3.202], [3.771, -0.029, -3.006], [3.121, 0.695, -2.020], [2.164, 0.165, -1.267], [-2.890, -3.615, 3.421], [-2.571, -2.623, 1.977], [-3.656, -2.020, 3.205], [-0.652, -2.525, 3.559], [-1.725, -1.953, 4.838], [-1.490, 0.158, 4.039], [-0.217, -3.258, 0.386], [1.418, -3.691, -0.132], [0.152, -3.446, -1.344], [2.134, -2.950, -2.519], [3.880, -1.949, -3.970], [4.549, 0.437, -3.594], [3.367, 1.727, -1.798], [4.533, 3.245, 0.012], [2.955, 3.888, 0.460], [2.920, 5.480, 0.092], [1.779, 2.949, -0.272], [2.795, 3.688, 2.394], [2.310, 4.827, 3.028], [2.058, 4.826, 4.394], [2.294, 3.681, 5.138], [2.787, 2.542, 4.519], [3.037, 2.545, 3.155], [3.726, 1.064, 2.428], [3.650, 0.030, 3.435], [5.089, 1.442, 2.050], [2.922, 0.813, 1.229], [4.822, 2.564, 0.655], [2.135, 5.709, 2.424], [1.668, 5.718, 4.871], [2.087, 3.668, 6.202], [2.969, 1.631, 5.071], [-3.765, -4.728, -4.005], [-3.754, -3.602, -3.148], [-4.563, -2.503, -3.418], [-4.571, -1.411, -2.562], [-3.783, -1.416, -1.426], [-2.974, -2.507, -1.149], [-2.961, -3.598, -2.003], [-3.758, -0.032, -0.301], [-4.747, 0.911, -0.780], [-4.005, -0.608, 1.002], [-2.257, 0.482, -0.307], [-1.725, 1.015, -1.405], [-0.435, 1.477, -1.305], [0.044, 2.157, -2.343], [-0.652, 2.344, -3.524], [-1.897, 1.741, -3.580], [-2.431, 1.100, -2.565], [-3.975, -4.481, -4.961], [-2.898, -5.244, -3.970], [-5.180, -2.501, -4.311], [-5.171, -0.535, -2.770], [-2.347, -2.482, -0.264], [-2.328, -4.452, -1.785], [1.031, 2.577, -2.202], [-0.229, 2.903, -4.346], [-2.496, 1.777, -4.489]], "forces_ev_per_a": [[0.1967, -0.1608, 0.0690], [0.0110, -0.0121, 0.0186], [-0.0219, -0.0047, -0.0128], [0.0545, 0.0039, 0.0243], [0.0227, -0.0191, -0.0039], [-0.0774, 0.0615, 0.0090], [-0.0090, -0.0011, 0.0073], [-0.0044, -0.0412, -0.0163], [0.0138, 0.0215, 0.0089], [-0.0089, -0.0159, 0.0002], [0.0079, 0.0004, 0.0051], [-0.0039, -0.0002, 0.0057], [0.0043, 0.0064, -0.0032], [-0.0040, -0.0098, 0.0009], [-0.0016, 0.0024, -0.0130], [-0.0425, 0.0492, -0.0166], [-0.0002, -0.0033, -0.0049], [-0.0065, 0.0085, 0.0282], [-0.0016, -0.0076, -0.0027], [-0.0020, 0.0037, -0.0001], [0.0039, 0.0031, 0.0008], [-0.0318, 0.0030, -0.0156], [-0.0025, 0.0037, -0.0020], [0.0047, 0.0062, -0.0055], [-0.0232, -0.0051, -0.0032], [0.0008, -0.0003, 0.0009], [0.0002, -0.0009, 0.0006], [-0.0005, 0.0004, -0.0002], [-0.0053, -0.0021, 0.0035], [-0.0235, 0.0651, -0.0164], [0.0258, -0.0288, -0.0020], [-0.0100, 0.0054, -0.0014], [0.0122, 0.0891, -0.0359], [0.0046, 0.0101, -0.0018], [-0.0056, -0.0064, 0.0058], [0.0005, -0.0005, 0.0035], [0.0026, -0.0041, -0.0015], [-0.0004, -0.0005, -0.0043], [0.0072, 0.0009, 0.0020], [-0.0259, 0.0040, 0.0049], [0.0088, 0.0071, -0.0085], [0.0226, -0.0033, 0.0274], [-0.1057, -0.0272, -0.0412], [0.0051, -0.0620, 0.0000], [-0.0003, -0.0003, -0.0011], [-0.0002, -0.0003, 0.0008], [0.0002, -0.0001, -0.0008], [-0.0002, 0.0000, 0.0020], [0.0021, 0.0030, 0.0025], [-0.0048, -0.0004, -0.0096], [0.0019, -0.0089, -0.0066], [0.0085, 0.0232, -0.0123], [0.0128, 0.0145, 0.0115], [-0.0008, -0.0152, 0.0089], [0.0179, 0.0114, 0.0099], [-0.0073, 0.0327, 0.0249], [-0.0104, -0.0063, 0.0022], [0.0037, 0.0012, -0.0202], [0.0040, -0.0505, -0.0287], [-0.0686, 0.1589, 0.0490], [0.0095, 0.0138, -0.0015], [-0.0061, 0.0059, -0.0316], [-0.0127, -0.0067, 0.0043], [0.0046, -0.0062, -0.0034], [0.0262, -0.1151, -0.0234], [-0.0012, 0.0002, 0.0008], [-0.0005, -0.0002, 0.0003], [0.0004, 0.0009, 0.0009], [-0.0012, 0.0001, 0.0052], [0.0068, -0.0010, -0.0237], [0.0139, -0.0023, 0.0033], [0.0116, 0.0032, 0.0219], [-0.0035, 0.0057, 0.0007], [0.0021, 0.0001, -0.0001]], "lowdin_spin": [1.0240, -0.0001, -0.0001, 0.0001, 0.0015, 0.0087, 0.0005, -0.0080, -0.0129, -0.0027, -0.0065, -0.0024, -0.0008, -0.0040, 0.0022, -0.0089, 0.0000, 0.0000, 0.0000, 0.0001, 0.0000, -0.0001, 0.0000, -0.0009, -0.0006, -0.0003, 0.0000, -0.0002, 0.0002, 0.0001, 0.0016, -0.0002, 0.0131, 0.0009, 0.0000, 0.0002, -0.0001, 0.0002, 0.0001, -0.0001, 0.0006, -0.0010, -0.0041, 0.0000, 0.0000, 0.0000, 0.0000, 0.0000, 0.0000, 0.0000, 0.0000, 0.0000, 0.0000, 0.0000, 0.0000, 0.0001, 0.0000, 0.0001, 0.0007, -0.0002, -0.0008, 0.0011, 0.0000, -0.0003, -0.0006, 0.0000, 0.0000, 0.0000, 0.0000, 0.0000, 0.0000, 0.0002, 0.0000, 0.0000]}